Record 1
{
  "formula": "C6H15Li3O11",
  "method": "ωB97M-V/def2-TZVPD",
  "e_lumo_ev": -1.7,
  "spin_multiplicity": 1,
  "gap_ev": 3.94,
  "charge": 0,
  "symbols": ["Li", "Li", "Li", "C", "C", "C", "O", "C", "C", "C", "O", "O", "O", "H", "H", "O", "H", "O", "H", "H", "O", "H", "H", "O", "H", "H", "O", "H", "H", "O", "H", "H", "O", "H", "H"],
  "xyz": [[-1.18962, 0.51350, -0.90741], [1.32764, -1.46680, -0.82232], [1.46307, 1.17106, -3.14385], [-0.50487, -2.19847, 2.79326], [-1.14319, -1.88264, 3.99346], [-2.04125, -0.68926, 4.12744], [-2.68103, -0.45339, 5.15974], [-2.16278, 0.22021, 3.05238], [-1.42272, 0.08412, 1.87306], [-0.60622, -1.28293, 1.70969], [-0.04350, -1.51532, 0.60647], [-1.47528, 0.99961, 0.98107], [-0.84534, -2.49143, 5.04328], [0.02823, -3.12470, 2.65770], [-2.69812, 1.15155, 3.16537], [0.59289, 0.10137, -1.75141], [1.47280, 0.35703, -1.45991], [1.89126, 1.57546, 1.42328], [1.60044, 2.38718, 1.85327], [1.08864, 1.21510, 1.02216], [3.28096, -0.80215, -0.24683], [3.18587, 0.10916, 0.08102], [3.74408, -1.26454, 0.46503], [-0.04987, 2.63451, -3.65037], [-0.72669, 2.28118, -3.05918], [-0.53091, 2.88318, -4.45051], [-2.35886, -1.27052, -1.18389], [-2.10055, -1.30068, -2.12009], [-2.88072, -2.05902, -1.01115], [-1.15874, -0.99921, -3.79873], [-0.36339, -0.83415, -3.24771], [-1.08353, -1.92326, -4.07307], [2.60253, 2.30112, -1.80109], [2.23479, 3.11139, -1.42038], [3.55395, 2.46173, -1.85981]],
  "forces_ev_per_a": [[0.152, -0.885, 1.644], [-1.029, 0.022, 1.354], [-0.600, 0.540, 0.221], [-0.861, 2.020, -2.728], [1.532, -1.404, 2.913], [-1.841, 1.420, 0.857], [0.623, -0.832, -0.100], [1.616, 0.074, -2.151], [-0.989, -0.978, 2.002], [-0.339, -0.529, 1.681], [1.272, 0.480, -1.946], [1.193, -0.283, -1.866], [-0.737, 0.280, -0.746], [0.188, -0.021, 0.111], [-0.235, -0.085, 0.228], [0.454, 0.059, -1.541], [-0.132, 0.431, 0.733], [0.258, 0.058, -0.520], [-0.041, -0.171, 0.099], [-0.421, -0.120, 0.296], [-0.186, 0.236, -0.152], [-0.081, -0.162, 0.239], [-0.190, 0.014, -0.065], [0.142, -0.401, 0.045], [-0.009, 0.136, -0.069], [0.147, -0.028, 0.059], [0.154, 0.542, -0.690], [-0.318, -0.326, 0.049], [0.061, 0.122, 0.220], [0.545, -0.085, 0.276], [-0.285, -0.025, -0.073], [-0.057, 0.179, -0.060], [0.217, 0.019, -0.446], [-0.071, -0.251, 0.053], [-0.132, -0.046, 0.073]],
  "nbo_charge": [0.921, 0.938, 0.944, -0.501, 0.401, 0.417, -0.578, -0.467, 0.368, 0.407, -0.895, -0.889, -0.594, 0.206, 0.204, -1.364, 0.433, -0.984, 0.485, 0.494, -1.004, 0.511, 0.507, -0.977, 0.491, 0.502, -0.980, 0.479, 0.500, -0.973, 0.496, 0.483, -0.996, 0.513, 0.500]
}

---

Record 2
{
  "formula": "CCl2F3PS",
  "method": "ωB97M-V/def2-TZVPD",
  "e_lumo_ev": -1.9,
  "e_above_lowest_ev": 0.921,
  "spin_multiplicity": 1,
  "gap_ev": 7.97,
  "charge": 0,
  "symbols": ["C", "F", "F", "F", "P", "S", "Cl", "Cl"],
  "xyz": [[-1.03227, -0.26055, -0.05601], [-2.12216, -0.04048, 0.71668], [-1.44337, -1.23784, -0.89770], [-0.87811, 0.86045, -0.78332], [2.47264, 0.33987, -0.51444], [0.39284, -0.61688, 0.98842], [3.72024, -1.14976, -0.44034], [3.15024, 1.56356, 0.91144]],
  "forces_ev_per_a": [[-0.953, 0.208, 0.016], [0.349, -0.020, 0.342], [0.811, 0.175, 0.060], [0.296, -0.152, -0.250], [-3.096, 0.334, 0.530], [1.463, 0.468, -1.287], [0.913, -1.250, 0.219], [0.217, 0.238, 0.370]],
  "nbo_charge": [0.821, -0.333, -0.331, -0.334, 0.807, -0.180, -0.213, -0.236]
}

---

Record 3
{
  "formula": "C4H4ClN",
  "method": "ωB97M-V/def2-TZVPD",
  "e_lumo_ev": 0.2,
  "e_above_lowest_ev": 3.124,
  "spin_multiplicity": 1,
  "gap_ev": 10.76,
  "charge": 0,
  "symbols": ["C", "C", "C", "C", "N", "Cl", "H", "H", "H", "H"],
  "xyz": [[-1.77987, -0.55271, -0.78835], [1.65738, 0.27730, 0.52908], [0.79107, -0.28246, -0.25090], [-1.01550, 0.40761, -0.18467], [-2.20671, -1.38389, -1.42929], [-1.34420, 0.61897, 1.69394], [2.63258, -0.16344, 0.66671], [1.39119, 0.95932, 1.27497], [0.74827, -1.19389, -0.96511], [-0.87420, 1.31320, -0.54638]],
  "forces_ev_per_a": [[-0.325, 0.103, -0.256], [0.971, -1.391, 0.197], [-4.695, -0.781, -1.784], [4.822, -3.335, 5.266], [-1.145, -1.688, -1.093], [0.053, -0.197, -2.135], [0.350, 0.040, -0.378], [-0.507, 1.323, 0.697], [0.551, 1.862, 1.325], [-0.074, 4.063, -1.839]],
  "nbo_charge": [0.207, -0.433, -0.100, -0.241, -0.259, -0.088, 0.224, 0.224, 0.237, 0.230]
}

---

Record 4
{
  "formula": "C25H20AlN2O4S2",
  "method": "ωB97M-V/def2-TZVPD",
  "e_lumo_ev": 2.6,
  "e_above_lowest_ev": 0.168,
  "spin_multiplicity": 1,
  "gap_ev": 7.68,
  "charge": -1,
  "symbols": ["Al", "C", "C", "C", "C", "C", "C", "C", "S", "O", "O", "N", "C", "C", "C", "C", "C", "N", "H", "H", "H", "H", "H", "H", "H", "H", "H", "H", "H", "O", "C", "O", "C", "C", "C", "C", "C", "C", "S", "H", "H", "H", "H", "C", "C", "C", "C", "C", "C", "H", "H", "H", "H", "H"],
  "xyz": [[-0.28191, 0.79761, -0.12149], [-6.13514, 4.29359, 2.18249], [-4.67885, 3.93148, 2.32989], [-3.70057, 4.91207, 2.43587], [-2.35604, 4.57413, 2.55070], [-1.99949, 3.23626, 2.56762], [-2.96563, 2.23500, 2.48350], [-4.29459, 2.58975, 2.36039], [-0.30105, 2.76000, 2.56693], [-0.19793, 1.53985, 3.31077], [0.46970, 3.91258, 2.95684], [-0.03990, 2.39720, 1.01954], [0.51067, 3.26246, 0.08065], [0.95047, 4.59008, 0.18790], [1.47392, 5.17687, -0.94261], [1.56848, 4.47377, -2.14424], [1.10497, 3.17685, -2.15955], [0.58096, 2.59851, -1.08111], [-6.26391, 5.36481, 2.02356], [-6.70209, 4.01433, 3.07386], [-6.57891, 3.76478, 1.33638], [-3.99004, 5.95786, 2.41883], [-1.58927, 5.33417, 2.62970], [-2.66239, 1.19552, 2.50141], [-5.04556, 1.81228, 2.26514], [0.89615, 5.10911, 1.13147], [1.82278, 6.20158, -0.89086], [1.98666, 4.92068, -3.03552], [1.13048, 2.57267, -3.05914], [-2.44340, -2.07215, 1.47895], [-2.32854, -1.01930, 0.88406], [-1.23879, -0.31062, 0.88660], [-3.52798, -0.43286, 0.16293], [-4.77162, -0.89052, 0.60166], [-5.95630, -0.43085, 0.05410], [-5.89661, 0.51168, -0.96818], [-4.67153, 0.96893, -1.41764], [-3.45964, 0.51158, -0.87404], [-2.00081, 1.17062, -1.62322], [-4.77069, -1.63791, 1.38544], [-6.90891, -0.80313, 0.41104], [-6.80784, 0.89005, -1.41903], [-4.62518, 1.70018, -2.21682], [4.11607, -1.14684, -0.21839], [3.46899, -0.81324, 0.96502], [2.17374, -0.30369, 0.93437], [1.48382, -0.09514, -0.27346], [2.16587, -0.44601, -1.44196], [3.45631, -0.96529, -1.42671], [5.12284, -1.54740, -0.19982], [3.97029, -0.95729, 1.91598], [1.69212, -0.07454, 1.88120], [1.67850, -0.31780, -2.40630], [3.94602, -1.23153, -2.35727]],
  "forces_ev_per_a": [[-0.241, 0.171, -0.139], [0.045, -0.019, -0.008], [-0.077, -0.011, -0.007], [0.032, 0.035, 0.005], [-0.075, -0.085, 0.002], [-0.197, -0.042, 0.000], [0.083, 0.109, 0.002], [-0.034, 0.002, -0.023], [-0.166, -0.200, -0.053], [0.053, 0.078, 0.072], [0.082, 0.057, 0.092], [0.465, 0.268, -0.384], [-0.259, -0.349, 0.254], [-0.042, -0.060, 0.091], [0.046, 0.047, -0.090], [0.006, 0.060, 0.055], [-0.162, -0.106, 0.067], [0.187, 0.159, -0.208], [0.010, -0.020, 0.002], [0.022, 0.001, -0.008], [0.016, 0.016, 0.016], [0.012, -0.034, -0.002], [-0.020, -0.023, -0.012], [0.010, 0.044, 0.000], [0.017, 0.009, -0.014], [0.001, -0.025, -0.041], [0.003, -0.006, 0.006], [-0.014, -0.002, 0.028], [0.018, -0.017, 0.024], [-0.011, -0.084, 0.040], [-0.066, 0.201, -0.081], [0.033, -0.099, 0.212], [0.134, -0.010, 0.002], [-0.058, -0.005, -0.031], [0.077, 0.032, 0.004], [0.047, 0.020, 0.028], [0.005, -0.008, -0.016], [-0.082, -0.073, 0.005], [0.166, -0.022, 0.098], [0.005, 0.031, -0.016], [0.014, 0.008, 0.001], [0.027, -0.002, 0.008], [-0.006, -0.030, 0.026], [-0.055, 0.036, 0.000], [-0.073, 0.001, -0.056], [0.072, -0.101, -0.127], [0.042, -0.041, 0.231], [-0.041, 0.030, -0.080], [-0.026, -0.015, 0.052], [0.008, -0.003, 0.005], [-0.006, 0.006, -0.011], [-0.034, 0.044, -0.046], [0.006, 0.021, 0.019], [-0.003, 0.006, 0.003]],
  "nbo_charge": [1.738, -0.627, -0.013, -0.217, -0.215, -0.275, -0.187, -0.205, 2.359, -0.933, -0.976, -1.064, 0.418, -0.291, -0.144, -0.314, 0.092, -0.535, 0.207, 0.215, 0.223, 0.201, 0.232, 0.251, 0.220, 0.252, 0.207, 0.213, 0.200, -0.634, 0.801, -0.882, -0.218, -0.111, -0.284, -0.206, -0.244, -0.101, -0.338, 0.225, 0.201, 0.200, 0.212, -0.238, -0.227, -0.198, -0.570, -0.151, -0.256, 0.195, 0.198, 0.220, 0.181, 0.193]
}

---

Let's list HOMO energy in order: -5.67 -9.84 -10.55 -5.03 eV.